Entry 1:
3 unconnected molecules or ions with the total composition C29H54N2O12P2 in a non-equilibrium geometry, computed with ωB97M-V with the def2-TZVPD basis set.

Geometry as XYZ:
```
99
Properties=species:S:1:pos:R:3:forces:R:3
N 5.502 0.944 -0.490 -0.6090 0.2776 0.2115
C 4.336 1.681 -1.037 1.4674 -0.3287 -0.7285
C 4.478 1.834 -2.574 -1.5405 0.4285 0.1453
C 3.083 2.223 -3.171 0.9482 -0.3312 -1.0816
C 2.345 0.968 -3.715 -0.8455 0.2417 0.6276
C 0.905 0.832 -3.165 1.4624 0.7211 -0.1651
O 0.186 -0.029 -4.065 -1.4710 0.3547 1.0861
C -0.742 -0.748 -3.314 1.2453 -0.8999 0.7543
O -0.332 -1.683 -2.664 -0.8700 0.5153 -0.4339
N -2.074 -0.335 -3.317 0.5378 -0.2599 -1.8512
C -2.436 0.384 -4.553 0.5294 0.6529 0.0834
C -3.814 1.039 -4.503 -0.5817 -0.3244 -0.6769
O -4.566 0.874 -5.445 0.3423 0.0470 0.3963
C -4.307 1.854 -3.329 0.3068 -0.5009 0.0650
C -3.671 2.978 -2.822 0.2222 -0.0923 0.0422
C -4.258 3.655 -1.762 0.0237 0.7396 0.2578
C -5.457 3.244 -1.200 -0.2106 -0.2985 0.1075
C -6.082 2.094 -1.682 0.2305 0.3321 0.1401
C -5.494 1.423 -2.741 -0.5817 -0.5488 -0.1209
C -2.971 -1.452 -3.013 -0.7301 0.0951 3.2268
C -3.185 -1.525 -1.454 0.1583 -1.3873 -0.7083
C -3.747 -2.912 -0.920 1.1734 4.4472 -1.4986
O -2.365 -2.417 -0.759 -1.4459 -0.4325 -0.0027
H 5.351 -0.046 -0.655 0.2249 0.0685 -0.0134
H 6.322 1.232 -1.012 0.0625 -0.1836 0.1128
H 4.326 2.691 -0.600 -0.3096 -0.3652 0.0420
H 3.428 1.121 -0.775 0.1521 0.3297 -0.0618
H 4.797 0.890 -3.036 0.0010 0.1981 0.2173
H 5.210 2.604 -2.859 -0.0213 -0.2003 0.4098
H 3.275 2.873 -4.041 -0.2332 -0.0123 0.3448
H 2.489 2.819 -2.464 0.1043 -0.3045 -0.0266
H 2.274 0.992 -4.810 0.1511 -0.0420 0.2592
H 2.874 0.054 -3.408 -0.0814 0.2036 -0.2917
H 0.995 0.431 -2.144 -0.4045 -0.2455 -0.3201
H 0.420 1.821 -3.072 -0.0334 -0.3272 -0.3127
H -1.704 1.191 -4.725 -0.2137 -0.2315 0.2380
H -2.323 -0.282 -5.424 -0.5811 0.2851 0.1297
H -2.728 3.328 -3.244 -0.2199 -0.0723 0.0832
H -3.813 4.560 -1.347 0.1206 -0.2783 -0.2293
H -5.880 3.812 -0.371 0.0701 -0.1579 -0.2336
H -7.010 1.720 -1.251 0.2337 0.1526 -0.0894
H -6.003 0.530 -3.112 0.2781 0.2410 -0.0983
H -4.007 -1.293 -3.339 0.4984 0.2590 -0.7228
H -2.590 -2.443 -3.290 0.0354 0.3667 -0.3547
H -3.534 -0.608 -0.957 0.4741 -0.3191 -0.1246
H -3.992 -3.294 -1.909 -0.1044 -1.3900 0.8405
H -4.441 -2.486 -0.197 -0.1108 -1.4056 0.3503
C 7.213 -5.097 1.296 -0.0628 -0.1513 -0.0315
C 6.481 -4.287 0.243 0.3723 0.3162 0.0104
O 5.360 -4.977 -0.293 -0.1544 -0.5784 0.8913
P 3.947 -5.090 0.559 0.3166 1.5284 -7.1165
O 3.828 -3.701 1.098 -0.0263 -1.8381 3.0186
O 2.862 -5.030 -0.660 -0.3158 -0.4191 0.8550
C 1.907 -3.971 -0.759 -0.1303 0.3435 -0.2162
C 2.424 -2.866 -1.653 0.3629 0.1251 -0.0589
O 3.840 -6.725 0.455 -0.0237 1.1270 2.0006
C 4.913 -7.648 0.326 0.5175 -0.8001 0.4662
C 5.335 -8.205 1.673 -0.2068 0.0060 0.1336
H 6.554 -5.329 2.137 0.0366 0.1130 0.0394
H 8.075 -4.547 1.675 -0.0441 0.0267 0.0158
H 7.569 -6.043 0.883 0.0102 0.0160 -0.0084
H 6.193 -3.315 0.647 -0.2118 -0.0726 0.0202
H 7.154 -4.092 -0.594 -0.1200 -0.0927 -0.0861
H 1.632 -3.595 0.225 0.1579 0.0112 0.0148
H 1.003 -4.397 -1.198 0.0952 -0.1396 -0.0053
H 3.390 -2.489 -1.307 -0.0395 -0.0648 0.1828
H 1.719 -2.039 -1.687 -0.0507 -0.0646 -0.0371
H 2.577 -3.235 -2.669 -0.1083 0.0048 -0.0039
H 5.761 -7.245 -0.220 -0.1274 0.4201 0.0676
H 4.528 -8.467 -0.286 -0.2565 0.1663 0.0072
H 5.602 -7.405 2.365 0.1238 -0.0005 -0.0637
H 6.185 -8.881 1.568 0.0105 0.0422 -0.0239
H 4.512 -8.758 2.130 0.0195 -0.0069 -0.0356
C -1.556 6.021 5.302 -0.1001 -0.1007 0.1086
C -1.287 4.965 4.247 0.4261 0.2801 -0.1162
O -2.123 3.823 4.395 -0.8394 0.5666 0.4372
P -3.700 3.859 3.913 4.5660 -5.4843 -1.2213
O -3.588 4.578 2.606 -2.2851 2.0936 1.6607
O -3.881 2.321 3.387 -0.8423 0.4368 0.1988
C -4.192 2.033 2.026 0.1851 -0.1920 -0.3509
C -2.930 1.766 1.232 0.1838 -0.0513 0.0342
O -4.311 3.347 5.345 -0.6873 1.9448 -1.0574
C -3.741 3.530 6.635 -0.1147 0.4634 0.9864
C -4.317 4.749 7.331 -0.2357 0.0186 -0.1055
H -2.588 6.377 5.243 0.0474 0.0780 -0.0836
H -0.889 6.875 5.171 -0.0311 -0.0032 -0.0418
H -1.400 5.620 6.305 0.0205 0.0032 -0.0107
H -1.376 5.396 3.249 -0.2001 -0.1081 -0.0282
H -0.259 4.611 4.345 -0.0854 -0.1587 0.0282
H -4.785 2.831 1.582 0.1260 0.0887 0.0460
H -4.815 1.135 2.022 0.0082 0.0100 0.1980
H -2.228 2.599 1.303 -0.1339 0.1127 -0.0482
H -3.165 1.598 0.178 -0.0088 0.0116 0.0054
H -2.415 0.886 1.621 -0.0683 -0.0327 -0.0272
H -2.655 3.555 6.623 0.0154 0.0912 -0.4423
H -4.011 2.640 7.207 -0.1451 -0.0790 -0.2679
H -4.187 5.647 6.726 0.1311 0.0058 0.0544
H -3.845 4.903 8.302 0.0370 -0.0078 -0.0350
H -5.390 4.625 7.488 0.0318 -0.0225 0.0171
```
Forces are in eV/Å.

E_HOMO (eV): -8.99
Lowest unoccupied orbital energy (eV): -0.06
2S+1: 1
SMILES: NCCCCCOC(=O)N(CC(=O)c1ccccc1)C[C@H]1CO1.CCOP(=O)(OCC)OCC.CCOP(=O)(OCC)OCC
DFT total energy (eV): -77074.9798
HOMO-LUMO gap (hartree): 0.3281



Entry 2:
A molecular structure, C29H54N3O9P2V in a non-equilibrium geometry, computed with ωB97M-V with the def2-TZVPD basis set.

Geometry as XYZ:
```
98
Properties=species:S:1:pos:R:3:forces:R:3
V 0.177 1.505 -0.587 -0.1494 1.0742 0.6001
C -0.370 2.347 -4.080 0.0304 -0.0301 -0.3085
O -0.756 2.759 -2.779 -0.1777 -0.1582 0.1163
C -2.149 2.757 -2.574 -0.1968 0.1101 -0.0295
C -2.354 3.485 -1.274 -0.1007 -0.0369 -0.1657
O -1.458 2.920 -0.309 0.1533 -0.0022 0.2237
C -1.359 3.773 0.843 0.0533 0.1030 0.1744
C -0.327 3.179 1.774 -0.1602 0.0882 0.0804
O 0.847 2.862 1.019 -0.2297 -0.1631 -0.1813
C 1.844 3.894 1.037 0.1770 -0.0184 -0.0737
H -0.760 3.040 -4.829 -0.0034 -0.0078 0.0511
H 0.717 2.351 -4.106 -0.1641 -0.0515 -0.1265
H -0.740 1.341 -4.301 -0.0343 -0.0027 0.0039
H -2.682 3.291 -3.371 0.0821 -0.0616 0.0361
H -2.538 1.729 -2.529 0.0435 0.0604 -0.0032
H -2.097 4.541 -1.397 -0.0442 -0.0479 -0.0112
H -3.384 3.398 -0.914 0.0900 0.0109 -0.0154
H -1.070 4.772 0.496 -0.0086 -0.0765 0.0805
H -2.336 3.836 1.334 0.0745 0.0069 -0.0162
H -0.081 3.875 2.580 -0.0528 -0.0034 -0.0597
H -0.692 2.246 2.201 0.0300 0.0710 -0.0071
H 2.109 4.112 2.073 -0.0079 -0.0243 -0.0383
H 2.709 3.509 0.503 -0.0375 0.0351 -0.0021
H 1.484 4.801 0.547 -0.0028 -0.0398 0.0092
C -4.756 -0.198 1.011 0.0616 -0.0245 -0.0423
C -3.798 -1.138 0.311 -0.0761 0.1263 -0.1175
C -4.468 -2.364 -0.267 0.0663 0.0499 0.0527
O -2.809 -1.611 1.282 0.1455 -0.0765 0.0820
P -1.458 -0.862 1.566 -0.1008 -0.2687 0.1720
O -1.360 0.485 0.960 0.1671 0.3147 -0.3858
C -0.186 -1.975 0.897 0.0219 0.0788 0.1161
P 1.428 -1.191 0.808 0.0358 -0.1008 0.1367
O 1.322 0.234 0.347 0.2451 -0.1927 -0.0202
O 2.334 -1.938 -0.214 -0.0875 0.1089 0.0556
C 2.773 -3.345 -0.299 0.0724 -0.0458 -0.0312
C 2.906 -3.997 1.057 0.0573 -0.0257 -0.0289
C 1.832 -4.079 -1.228 0.0690 0.0239 0.0288
O 1.981 -1.291 2.260 -0.1307 -0.1175 -0.1515
C 3.005 -0.356 2.796 0.0736 0.0466 -0.0038
C 2.269 0.735 3.538 0.0552 -0.0031 -0.0370
C 3.930 -1.170 3.670 -0.0413 0.0354 -0.0856
O -1.283 -0.814 3.112 0.1051 0.1059 -0.1637
C -1.596 -1.942 4.011 -0.0367 -0.0743 0.1276
C -2.844 -1.577 4.781 0.0346 -0.0577 -0.0543
C -0.384 -2.168 4.888 -0.0447 -0.0161 -0.0882
H -5.496 0.175 0.302 -0.0058 0.0045 -0.0156
H -4.221 0.651 1.435 0.0000 0.0258 0.0123
H -5.285 -0.720 1.807 -0.0097 -0.0235 0.0305
H -3.239 -0.593 -0.461 -0.0945 -0.0304 0.0349
H -4.976 -2.922 0.518 -0.0105 -0.0213 0.0238
H -3.741 -3.022 -0.743 0.0230 -0.0428 -0.0213
H -5.213 -2.071 -1.007 -0.0086 0.0231 -0.0107
H -0.488 -2.249 -0.115 0.0013 0.0243 -0.0440
H -0.131 -2.889 1.491 -0.0010 -0.0192 0.0335
H 3.756 -3.247 -0.761 -0.0775 -0.0296 0.0323
H 1.940 -4.130 1.545 -0.0466 0.0091 0.0255
H 3.559 -3.429 1.715 0.0140 0.0000 0.0195
H 3.343 -4.985 0.920 -0.0003 -0.0129 -0.0016
H 0.847 -4.203 -0.777 -0.0514 -0.0081 0.0223
H 2.228 -5.072 -1.436 0.0129 -0.0258 -0.0022
H 1.737 -3.548 -2.173 -0.0161 0.0315 -0.0666
H 3.538 0.051 1.933 0.0167 0.0060 0.0815
H 1.703 0.315 4.368 -0.0202 -0.0229 0.0258
H 1.592 1.260 2.867 -0.0383 0.0321 -0.0151
H 2.989 1.450 3.938 0.0108 0.0036 0.0082
H 3.369 -1.664 4.462 -0.0313 -0.0223 0.0296
H 4.660 -0.508 4.133 0.0286 0.0354 0.0109
H 4.474 -1.917 3.096 0.0042 -0.0172 -0.0037
H -1.787 -2.816 3.381 0.0066 -0.0196 0.0427
H -2.679 -0.670 5.360 0.0192 0.0368 0.0166
H -3.101 -2.382 5.468 -0.0042 -0.0219 0.0093
H -3.684 -1.420 4.107 -0.0414 0.0109 -0.0197
H -0.218 -1.306 5.533 0.0005 0.0482 0.0125
H 0.509 -2.333 4.286 0.0277 -0.0191 -0.0140
H -0.546 -3.040 5.519 -0.0171 -0.0042 0.0040
C -2.845 -1.714 -3.630 -0.1658 0.0036 -0.0069
N -1.410 -1.571 -3.388 0.0461 0.0212 -0.0188
C -0.485 -2.304 -4.257 0.1185 -0.0659 -0.1070
C -0.957 -0.670 -2.575 0.1641 0.1938 0.2064
N -0.533 0.121 -1.839 -0.5277 -0.9660 -0.5840
H -3.099 -1.312 -4.612 -0.0082 -0.0198 0.0218
H -3.402 -1.180 -2.864 -0.0048 -0.0133 -0.0116
H -3.109 -2.770 -3.592 -0.0114 0.0087 0.0014
H -0.801 -2.187 -5.293 0.0203 -0.0022 0.0005
H -0.488 -3.361 -3.993 -0.0011 0.0213 -0.0265
H 0.517 -1.896 -4.146 0.0113 -0.0370 -0.0027
N 5.575 3.359 -5.309 0.0885 0.0195 -0.0899
C 4.752 3.079 -4.560 0.1338 0.0718 -0.1041
C 3.727 2.732 -3.626 -0.1854 -0.1009 0.1340
C 3.590 1.410 -3.207 0.0071 0.0586 -0.0608
C 2.591 1.077 -2.308 0.0401 -0.0664 0.0976
C 1.715 2.039 -1.806 0.1868 0.0232 0.1336
C 1.865 3.353 -2.246 0.2616 0.2078 0.1695
C 2.859 3.710 -3.143 -0.0078 -0.0381 0.0960
H 4.269 0.659 -3.587 0.0203 -0.0140 -0.0177
H 2.513 0.045 -1.983 0.0049 -0.0056 0.0011
H 1.179 4.125 -1.913 0.0508 -0.0047 0.0234
H 2.966 4.733 -3.476 0.0098 0.0316 -0.0147
```
Forces are in eV/Å.

E_HOMO (alpha / beta) (eV): -13.41 / -13.61
Lowest unoccupied orbital energy (alpha / beta) (eV): -5.27 / -4.93
2S+1: 3
Energy above the lowest of the compared OMol25 structures with the same formula, charge and spin (eV): 0.2783
DFT total energy (eV): -98104.5602
Charge: +2
HOMO-LUMO gap (alpha / beta) (hartree): 0.2991 / 0.3191



Question: Number 1 is which compound?
Answer: C29H54N2O12P2



Question: Number 2 is which compound?
Answer: C29H54N3O9P2V